C15H31Cl3N2O18S4 as an isolated structure in a non-equilibrium geometry. Source: the Open Molecules 2025 dataset; level of theory: ωB97M-V with the def2-TZVPD basis set.

Structure (XYZ):
```
73
C15H31Cl3N2O18S4 ωB97M-V with the def2-TZVPD basis set
C 5.154 0.702 -3.026
C 3.978 -0.179 -2.742
O 3.442 -0.876 -3.567
N 3.541 -0.262 -1.423
C 2.189 -0.741 -0.999
H 5.040 1.317 -3.858
H 5.962 -0.005 -3.245
H 5.467 1.291 -2.135
H 4.039 0.350 -0.776
H 2.237 -1.655 -0.423
H 1.611 -0.948 -1.887
H 1.662 0.028 -0.502
C 3.096 -4.314 -3.454
C 1.721 -4.132 -2.964
O 1.136 -4.765 -2.078
N 1.132 -3.147 -3.664
C -0.253 -2.678 -3.359
H 3.590 -3.374 -3.819
H 2.937 -5.055 -4.208
H 3.675 -4.778 -2.636
H 1.755 -2.512 -4.149
H -0.240 -2.374 -2.291
H -0.890 -3.545 -3.571
H -0.487 -1.921 -4.128
C 1.065 3.495 -1.864
Cl 0.004 4.375 -2.947
Cl 2.761 3.763 -2.114
Cl 0.566 1.825 -2.085
H 0.780 3.933 -0.892
C -0.284 -0.244 5.080
C -1.394 0.854 4.954
O -0.705 2.027 4.574
S 0.488 1.594 3.694
O 1.492 2.578 3.767
O -0.043 1.215 2.401
O 0.862 0.283 4.491
H -0.523 -1.202 4.643
H -0.095 -0.417 6.169
H -1.962 1.185 5.861
H -2.147 0.615 4.135
C -0.764 -3.995 0.017
C -2.054 -4.123 -0.853
O -3.143 -4.411 0.047
S -2.699 -4.281 1.569
O -2.421 -5.546 2.175
O -3.609 -3.338 2.149
O -1.360 -3.592 1.320
H -0.165 -3.176 -0.191
H -0.106 -4.892 0.064
H -1.969 -4.869 -1.629
H -2.216 -3.217 -1.395
C -0.439 5.390 3.080
C 0.375 5.917 1.932
O -0.614 6.167 0.820
S -1.624 4.930 0.946
O -0.988 3.726 0.428
O -2.949 5.274 0.638
O -1.580 4.693 2.532
H -0.699 6.249 3.738
H 0.160 4.720 3.663
H 1.190 5.367 1.540
H 0.721 6.861 2.189
C -4.286 0.165 0.451
C -3.167 1.170 0.819
O -2.462 1.269 -0.437
S -2.358 -0.117 -1.068
O -1.271 -0.882 -0.434
O -2.412 -0.014 -2.451
O -3.764 -0.669 -0.541
H -5.201 0.662 0.058
H -4.625 -0.480 1.264
H -2.447 0.584 1.385
H -3.413 2.146 1.213
```

## Properties
- Highest occupied orbital energy: -9.38 eV
- HOMO-LUMO gap: 9.493 eV